No. 1
16
Properties=species:S:1:pos:R:3:forces:R:3:nbo_charge:R:1 method="wB97M-V/def2-TZVPD" smiles=NCNCCO de_lowest_ev=3.044 gap_ev=9.4 total_charge=0
O 2.81466 0.86363 0.86833 0.0 -0.6 -0.8 -0.721
N -0.68861 -0.09859 0.08605 0.1 -2.3 -1.9 -0.729
N -2.87754 -1.01314 -0.47365 1.4 1.2 0.9 -0.828
C 1.42766 1.10345 0.59411 0.4 -1.0 -1.2 -0.085
C -1.36577 -1.21728 -0.61870 -0.6 1.3 -0.3 -0.038
C 0.73919 0.16829 -0.46694 -1.6 1.1 2.6 -0.206
H -3.29823 -0.64602 -1.32874 0.4 -0.3 0.0 0.358
H 1.43800 2.11970 0.19717 -1.1 0.2 0.6 0.172
H -1.39864 0.21371 0.76715 2.3 0.9 0.0 0.393
H -1.04147 -2.20328 -0.24870 -0.4 0.2 0.1 0.161
H 3.03158 1.65299 1.35714 0.7 0.1 0.3 0.463
H -2.90527 -0.14633 0.13595 -0.5 -1.5 -0.8 0.329
H 0.61909 0.65988 -1.42930 0.2 0.0 -0.1 0.187
H 1.30690 -0.75799 -0.57723 -0.3 -0.1 0.2 0.206
H -1.06620 -1.16226 -1.67563 -0.2 -0.1 0.1 0.157
H 0.95356 0.81581 1.51794 -0.9 1.0 0.3 0.182



No. 2
21
Properties=species:S:1:pos:R:3:forces:R:3:nbo_charge:R:1 method="wB97M-V/def2-TZVPD" de_lowest_ev=0.640 gap_ev="8.6 / 7.0" total_charge=0
I -5.81197 -1.24688 0.14817 0.0 -0.1 0.0 -0.023
S -3.16017 1.82968 -0.34068 0.7 0.3 -0.6 2.170
O -2.86445 4.21975 0.23832 -0.1 2.0 1.0 -0.476
O -4.25118 1.18541 0.34624 0.4 -0.5 0.0 -0.926
O -3.40613 2.37405 -1.65436 0.7 -0.4 0.8 -0.895
N -2.74008 3.02603 0.83483 0.0 0.6 0.0 -0.271
C 0.58664 -0.80326 -0.09084 -1.6 1.8 0.3 0.032
C -1.56509 0.85248 -0.26845 -2.4 2.8 -2.7 -0.278
C -1.43746 0.10964 0.81520 0.9 -0.7 2.0 -0.191
C -0.30521 -0.64421 1.03107 1.6 -0.3 -3.5 -0.205
C -0.64380 0.92899 -1.29611 0.0 -0.9 -0.4 -0.188
C 0.38647 0.03056 -1.24390 1.1 -1.6 -0.7 -0.209
C 1.79636 -1.63426 -0.10124 -0.2 -1.4 -0.4 -0.647
H 2.58152 -1.00938 -0.41719 1.4 0.7 0.2 0.228
H -2.83407 4.98952 0.92900 0.1 -2.4 -1.3 0.499
H -0.72631 1.47573 -2.20790 -0.6 0.7 -0.2 0.244
H 1.79255 -2.38415 -0.89653 -0.5 -0.1 -0.1 0.229
H 0.98766 -0.15133 -2.22925 -0.8 0.5 2.2 0.222
H -2.17938 0.29132 1.52457 -1.0 -0.5 1.5 0.240
H 2.01145 -2.19383 0.79294 0.1 0.2 0.5 0.224
H -0.07859 -1.17461 1.90184 0.0 -0.7 1.3 0.220



No. 3
14
Properties=species:S:1:pos:R:3:forces:R:3:lowdin_charge:R:1 method="wB97M-V/def2-TZVPD" de_lowest_ev=0.000 gap_ev=4.3 total_charge=+2
Ga -2.74686 2.40993 0.65105 -1.9 1.9 -0.6 1.343
O -2.06968 0.83696 0.63528 1.8 1.5 1.5 0.007
O -3.87796 -2.38135 -3.77258 0.2 0.4 1.7 0.138
C -3.38352 -0.68187 -0.65724 0.3 0.8 0.7 -0.119
C -2.87171 -1.66627 -1.71584 1.2 -0.3 0.1 -0.117
C -2.33220 -0.31818 0.32339 -0.7 -4.0 -2.5 -0.040
C -3.97907 -2.20759 -2.58236 -1.1 -0.4 -1.8 -0.236
H -4.92784 -2.45690 -2.05355 0.2 0.0 0.0 0.148
H -2.42787 -2.54417 -1.21443 -0.1 0.2 -0.1 0.153
H -2.10148 -1.21338 -2.35188 -0.2 -0.1 0.1 0.146
H -4.16407 -1.17912 -0.04949 -0.1 0.0 -0.1 0.178
H -3.98007 3.30935 0.25669 0.8 0.1 0.4 0.060
H -3.77357 0.24602 -1.11476 -0.2 -0.4 0.2 0.138
H -1.64832 -1.11364 0.67134 -0.2 0.3 0.3 0.199



No. 4
13
Properties=species:S:1:pos:R:3:forces:R:3:nbo_charge:R:1 method="wB97M-V/def2-TZVPD" de_lowest_ev=5.510 gap_ev="5.9 / 9.5" total_charge=0
Si 1.11357 -1.27077 -0.70022 0.0 0.7 0.8 1.070
N 0.19452 0.16215 -1.10103 0.8 0.1 -3.6 -0.958
C -0.62863 0.81500 -0.29869 1.1 -1.7 2.2 0.075
C -0.35636 0.67475 1.13490 -0.5 -2.0 1.3 -0.700
H -0.95167 -0.19818 1.54040 0.9 0.4 -0.4 0.239
H 0.45510 -2.52801 -1.06852 -0.1 -0.2 0.0 -0.174
H 2.31573 -1.02096 -1.48712 0.5 -0.4 0.0 -0.179
H 0.11334 0.43356 -2.12613 0.1 -0.7 1.8 0.409
H 0.70101 0.51091 1.41537 -0.7 0.4 -0.3 0.220
H -1.47054 1.26274 -0.61457 -2.6 1.9 -1.4 0.210
H -0.77107 1.42932 1.72855 -0.5 1.7 0.6 0.231
H -2.81316 -0.48314 -0.58178 0.5 0.4 0.1 -0.279
H 1.24102 -1.11540 0.80564 0.4 -0.8 -1.1 -0.164